No. 1
This record from the OMol25 dataset describes a single C4H8O2 molecule at a distorted geometry. The level of theory is ωB97M-V/def2-TZVPD.

Geometry (Å):
C (-0.85775, -0.15388, -1.43294)
C (0.17757, 0.10333, -0.26820)
C (0.41391, -1.17180, 0.71524)
C (-0.18851, 1.17648, 0.70626)
O (-1.24806, 1.03740, 1.22888)
O (0.80927, 2.06809, 1.15034)
H (-1.85194, -0.48192, -1.07510)
H (-0.95993, 0.64311, -2.14670)
H (-0.34322, -1.06444, -1.94103)
H (1.16766, 0.34100, -0.75312)
H (0.91112, -0.90914, 1.76547)
H (0.94222, -2.08274, 0.24693)
H (-0.59054, -1.32949, 1.11557)
H (1.61819, 1.82400, 0.68840)

The HOMO-LUMO gap is 11.0 eV. Its HOMO energy is -10.376 eV. The relative energy (zero: lowest compared OMol25 entry of this formula, charge and spin) comes out at 27.2 kcal/mol. Its LUMO energy is 0.671 eV. Its structure (SMILES) is CC(C)C(=O)O.

These are the Mulliken partial charges, in e, on atoms 1 to 4: atom 1 (C): -1.20, atom 2 (C): 0.41, atom 3 (C): -1.14, atom 4 (C): 0.39


No. 2
This record from the OMol25 dataset describes a single C4H8O2 molecule. The level of theory is ωB97M-V/def2-TZVPD.

Geometry (Å):
C (-1.24313, 0.24138, -0.32449)
C (-0.84275, -1.19005, 0.05237)
O (0.49770, -1.25308, 0.51364)
C (1.29775, -0.22298, -0.02048)
C (0.77097, 1.15632, 0.41107)
O (-0.63660, 1.15046, 0.56134)
H (-0.97633, 0.47550, -1.36823)
H (-2.32302, 0.37044, -0.22153)
H (-1.46436, -1.54151, 0.88173)
H (-0.99380, -1.86850, -0.80394)
H (2.30949, -0.38005, 0.36394)
H (1.34367, -0.28269, -1.12158)
H (1.17074, 1.45916, 1.38517)
H (1.07329, 1.90453, -0.34296)

The HOMO-LUMO gap is 10.6 eV. Its HOMO energy is -9.526 eV. The relative energy (zero: lowest compared OMol25 entry of this formula, charge and spin) comes out at 40.8 kcal/mol. Its LUMO energy is 1.045 eV. Its structure (SMILES) is C1COCCO1.

These are the Mulliken partial charges, in e, on atoms 1 to 4: atom 1 (C): -0.43, atom 2 (C): -0.39, atom 3 (O): -0.36, atom 4 (C): -0.42


No. 3
This record from the OMol25 dataset describes a single C4H8O2 molecule. The level of theory is ωB97M-V/def2-TZVPD.

Geometry (Å):
O (-2.13745, 0.77911, 0.01990)
C (-1.56350, -0.49579, -0.10430)
C (-0.09895, -0.52136, 0.39327)
C (1.04120, -0.40379, -0.63061)
C (1.44198, 0.84087, 0.16813)
O (0.27072, 0.73688, 1.00227)
H (-1.50421, 1.30711, 0.53238)
H (-2.15611, -1.23481, 0.45358)
H (-1.58817, -0.79360, -1.16234)
H (0.04950, -1.33662, 1.11150)
H (1.76092, -1.22526, -0.64086)
H (0.70249, -0.19898, -1.64969)
H (1.47512, 1.78898, -0.37912)
H (2.35510, 0.73398, 0.76478)

The HOMO-LUMO gap is 10.9 eV. Its HOMO energy is -9.914 eV. The relative energy (zero: lowest compared OMol25 entry of this formula, charge and spin) comes out at 47.9 kcal/mol. Its LUMO energy is 1.023 eV. Its structure (SMILES) is OC[C@H]1CCO1.

These are the Mulliken partial charges, in e, on atoms 1 to 4: atom 1 (O): -0.53, atom 2 (C): -0.57, atom 3 (C): 0.42, atom 4 (C): -0.71


No. 4
This record from the OMol25 dataset describes a single C4H8O2 molecule at a distorted geometry. The level of theory is ωB97M-V/def2-TZVPD.

Geometry (Å):
C (1.85751, -0.26404, -0.51941)
O (0.87488, 0.64560, 0.06781)
C (-0.37048, 0.03741, 0.30935)
C (-1.19394, 0.80100, 1.25997)
C (-0.84818, -0.83329, -0.82419)
O (-0.38347, -1.39473, 0.33705)
H (2.57880, -0.20265, 0.37777)
H (2.21900, 0.21358, -1.33071)
H (1.62356, -1.34902, -0.56105)
H (-1.43996, 0.35741, 2.18094)
H (-2.26985, 0.87890, 0.80012)
H (-0.58380, 1.64392, 1.49320)
H (-1.93558, -0.94611, -0.88294)
H (-0.26744, -1.06085, -1.67663)

The HOMO-LUMO gap is 10.3 eV. Its HOMO energy is -9.233 eV. The relative energy (zero: lowest compared OMol25 entry of this formula, charge and spin) comes out at 80.3 kcal/mol. Its LUMO energy is 1.053 eV. Its structure (SMILES) is CO[C@@]1(C)CO1.

These are the Mulliken partial charges, in e, on atoms 1 to 4: atom 1 (C): -0.78, atom 2 (O): -0.40, atom 3 (C): 1.22, atom 4 (C): -1.28


No. 5
This record from the OMol25 dataset describes a 3-piece molecular cluster, C4H8O2 overall at a distorted geometry. The level of theory is ωB97M-V/def2-TZVPD.

Geometry (Å):
C (2.03082, -0.03156, -0.57079)
O (1.04088, -0.99482, -0.26379)
C (-0.21150, -0.69611, -0.68161)
C (-1.27674, -1.39522, -0.29572)
C (-0.31472, 2.27477, 0.62325)
O (-1.27596, 2.86582, 0.50638)
H (2.99045, -0.46746, -0.29129)
H (2.04207, 0.20462, -1.64305)
H (1.87728, 0.89212, -0.00342)
H (-0.28219, 0.14864, -1.37140)
H (-2.26343, -1.14248, -0.66579)
H (-1.18105, -2.23098, 0.39069)
H (-1.78748, -0.02758, 1.81021)
H (-1.71801, 0.36922, 2.43544)

The HOMO-LUMO gap is 9.8 eV. Its HOMO energy is -8.833 eV. The relative energy (zero: lowest compared OMol25 entry of this formula, charge and spin) comes out at 71.4 kcal/mol. Its LUMO energy is 1.005 eV.

These are the Mulliken partial charges, in e, on atoms 1 to 4: atom 1 (C): -0.61, atom 2 (O): -0.36, atom 3 (C): 0.23, atom 4 (C): -1.05


No. 6
This record from the OMol25 dataset describes a single C4H8O2 molecule. The level of theory is ωB97M-V/def2-TZVPD.

Geometry (Å):
O (0.82286, -0.27409, -2.01584)
C (0.75727, -1.16803, -1.20379)
C (0.56940, -0.98789, 0.27928)
C (0.48941, 0.45855, 0.75877)
C (-0.70591, 1.21768, 0.19277)
O (-1.87349, 0.43054, 0.38353)
H (0.84368, -2.22672, -1.53584)
H (1.39855, -1.51866, 0.76894)
H (-0.34182, -1.53229, 0.56098)
H (0.42215, 0.45490, 1.85287)
H (1.40704, 0.99543, 0.49329)
H (-0.80558, 2.18174, 0.71532)
H (-0.53771, 1.42603, -0.86871)
H (-2.44586, 0.54282, -0.38156)

The HOMO-LUMO gap is 10.7 eV. Its HOMO energy is -9.771 eV. The relative energy (zero: lowest compared OMol25 entry of this formula, charge and spin) comes out at 26.7 kcal/mol. Its LUMO energy is 0.911 eV. Its structure (SMILES) is O=CCCCO.

These are the Mulliken partial charges, in e, on atoms 1 to 4: atom 1 (O): -0.48, atom 2 (C): 0.05, atom 3 (C): -0.57, atom 4 (C): -0.56


No. 7
This record from the OMol25 dataset describes a single C4H8O2 molecule. The level of theory is ωB97M-V/def2-TZVPD.

Geometry (Å):
C (1.06975, 1.89209, 0.01542)
C (-0.28377, 1.22505, 0.17457)
O (-0.03378, -0.11389, 0.62363)
C (-0.89902, -1.03367, 0.15159)
C (-0.19455, -2.32628, -0.16324)
O (-2.06316, -0.80410, -0.06466)
H (1.48202, 2.19791, 0.98236)
H (1.77259, 1.19591, -0.45441)
H (0.98036, 2.77203, -0.62887)
H (-0.92677, 1.76435, 0.87518)
H (-0.82107, 1.15109, -0.77569)
H (0.83827, -2.11867, -0.45388)
H (-0.72886, -2.80849, -0.98233)
H (-0.19202, -2.99333, 0.70031)

The HOMO-LUMO gap is 11.4 eV. Its HOMO energy is -10.420 eV. The relative energy (zero: lowest compared OMol25 entry of this formula, charge and spin) comes out at 11.9 kcal/mol. Its LUMO energy is 0.957 eV. Its structure (SMILES) is CCOC(C)=O.

These are the Mulliken partial charges, in e, on atoms 1 to 4: atom 1 (C): -1.02, atom 2 (C): -0.24, atom 3 (O): -0.31, atom 4 (C): 0.70


No. 8
This record from the OMol25 dataset describes a 2-piece molecular cluster, C4H8O2 overall at a distorted geometry. The level of theory is ωB97M-V/def2-TZVPD.

Geometry (Å):
C (2.12194, -0.48146, 4.60018)
C (0.72661, -0.58367, 5.27463)
O (0.58675, -0.47565, 6.50689)
H (1.90848, -0.65245, 3.53163)
H (2.65784, -1.36012, 4.99688)
H (2.77737, 0.40101, 4.69118)
H (-0.04378, -0.89918, 4.52989)
C (-1.17040, 0.81719, -4.40590)
C (-2.03391, 0.19066, -5.50523)
O (-1.59867, 0.21305, -6.66136)
H (-1.27217, 0.19933, -3.49788)
H (-1.47043, 1.85060, -4.16370)
H (-0.11070, 0.82105, -4.71186)
H (-3.07890, -0.04036, -5.18535)

The HOMO-LUMO gap is 10.9 eV. Its HOMO energy is -10.061 eV. The relative energy (zero: lowest compared OMol25 entry of this formula, charge and spin) comes out at 50.1 kcal/mol. Its LUMO energy is 0.822 eV. Its structure (SMILES) is CC=O.CC=O.

These are the Mulliken partial charges, in e, on atoms 1 to 4: atom 1 (C): -0.73, atom 2 (C): 0.18, atom 3 (O): -0.48, atom 4 (H): 0.26


The lowest relative energy (zero: lowest compared OMol25 entry of this formula, charge and spin) belongs to which entry?
number 7